29
Properties=species:S:1:pos:R:3:forces:R:3:lowdin_charge:R:1 method="wB97M-V/def2-TZVPD" molar_mass_da=181.21 homo_lumo_gap_ev=11.1 total_charge=+1 smiles=CC[N@H+](CCN)[C@H](O)C(O)(O)O homo_ev=-13.89 total_energy_ev=-17659.97490
C 0.23599 1.08276 2.39232 -0.05 -1.93 1.14 -0.030
C -0.89059 0.31713 1.61469 3.50 1.39 0.33 -0.123
C -0.45042 1.49930 -0.56526 2.38 -1.98 -0.44 -0.057
C 0.79775 1.24706 -1.46072 -1.26 -0.16 1.12 -0.171
C -1.27543 -0.84431 -0.46432 1.15 -0.25 -2.41 -0.293
C -0.36089 -2.08776 -0.84235 -0.75 -0.21 3.04 -0.644
N -0.50163 0.20910 0.19986 1.57 0.41 -0.03 -0.105
N 1.86558 0.72679 -0.58815 0.88 -3.09 -2.11 0.028
O -2.30726 -1.20831 0.27380 -1.82 -1.55 1.47 0.077
O 0.14479 -1.85779 -2.01968 0.89 0.85 -2.69 0.133
O -1.13946 -3.25616 -0.74821 1.89 -1.65 -1.18 0.049
O 0.70580 -2.21647 0.09518 0.56 1.04 -1.40 0.078
H 0.52374 1.98651 1.89380 0.39 0.39 0.00 0.057
H -0.06092 1.31466 3.41401 -0.72 0.43 -0.18 0.082
H 1.11549 0.43544 2.69510 -0.67 0.52 -1.28 0.106
H -0.99412 -0.67277 1.92642 -0.31 -1.20 1.04 0.112
H -1.77925 0.82701 1.60026 -2.31 1.09 0.61 0.113
H -0.23259 2.16016 0.20012 0.17 2.02 0.88 0.088
H -1.24011 1.78582 -1.19742 -1.57 -0.04 -0.21 0.131
H 0.98827 2.04045 -2.10108 0.83 2.11 -0.59 0.098
H 0.42131 0.52240 -2.22030 0.95 -0.39 0.92 0.129
H -1.65824 -0.34787 -1.34903 0.19 -0.33 -0.74 0.169
H 2.57829 1.10193 0.04570 -0.93 1.21 -0.79 0.125
H 2.36978 0.02620 -1.19359 -0.52 0.82 1.33 0.128
H 0.63755 0.05266 0.20811 -1.25 -0.32 -0.38 0.145
H -2.22251 -2.17032 0.37113 -0.75 -0.03 0.26 0.125
H 0.75590 -2.54179 -2.30429 0.29 -0.21 -0.01 0.148
H -0.50336 -4.01727 -1.08460 -2.16 1.95 1.14 0.202
H 0.43438 -2.70198 0.84871 -0.57 -0.89 1.18 0.100


26
Properties=species:S:1:pos:R:3:forces:R:3:lowdin_charge:R:1 method="wB97M-V/def2-TZVPD" molar_mass_da=131.22 homo_lumo_gap_ev=7.8 total_charge=0 homo_ev=-6.75 total_energy_ev=-10965.60862
C -1.62558 0.05748 -0.88422 -0.50 0.93 0.43 -0.351
C -1.17122 -2.21881 1.73231 -0.13 0.14 -0.03 -0.179
C -1.62936 -0.81085 -2.09564 0.15 -0.07 0.44 -0.045
C -1.73822 1.53645 -1.04853 -0.18 -0.04 -0.07 -0.060
N -0.85961 -1.59847 0.47375 0.33 -0.30 0.43 -0.117
N -1.42300 -0.42024 0.32854 -0.31 -0.89 -1.40 -0.058
H -1.82907 0.07187 1.13940 0.59 0.21 -0.13 0.164
H -1.18218 -1.48564 2.55655 0.00 -0.03 0.14 0.061
H -0.40667 -2.97028 1.94249 -0.12 0.09 0.05 0.064
H -2.15009 -2.71971 1.72148 0.00 -0.06 0.12 0.061
H -2.55458 -0.67258 -2.66557 0.09 0.27 0.04 0.081
H -0.78023 1.95093 -1.39445 -0.13 -0.09 0.11 0.067
H -0.79162 -0.56830 -2.74458 0.16 -0.09 -0.19 0.079
H -1.56405 -1.84896 -1.79591 0.13 -0.16 -0.01 0.061
H -2.50146 1.79485 -1.78194 -0.06 0.02 -0.07 0.073
H -1.99394 2.02075 -0.10811 0.02 0.12 0.15 0.071
C 1.82679 1.00828 0.63827 -0.06 -0.19 0.20 -0.353
C 3.14231 0.44695 1.18307 -0.29 0.20 -0.04 -0.110
N 1.77243 1.16477 -0.80981 0.11 0.09 -0.14 -0.014
H 2.53242 1.77114 -1.11073 -0.12 -0.23 -0.12 0.065
H 1.88607 0.25727 -1.25765 0.07 0.23 0.04 0.070
H 1.61478 1.98195 1.09379 0.03 -0.08 -0.03 0.103
H 1.00920 0.33612 0.91469 0.08 0.06 0.05 0.075
H 3.35378 -0.52127 0.73752 0.05 -0.14 -0.06 0.066
H 3.97454 1.11608 0.97432 0.11 0.07 -0.10 0.063
H 3.08855 0.32023 2.26095 -0.01 -0.05 0.18 0.063


What energy above the lowest of the compared OMol25 structures with the same formula, charge and spin values result from the calculations? In sequence: 37.9, 250.7 kJ/mol.